DFT (ωB97M-V with the def2-TZVPD basis set) results for a cluster of 3 separate species, C17H21N4O5S in total at a distorted geometry.

XYZ file:
```
48
Properties=species:S:1:pos:R:3:mulliken_charge:R:1
N -1.58 -0.38 4.70 -0.303
C -1.40 0.65 3.91 0.391
O -1.03 1.57 2.82 -0.147
S 0.52 2.26 3.05 0.271
C 1.52 1.31 4.31 -0.657
C 2.16 -0.10 3.80 -0.390
C 1.59 -0.67 2.37 -0.522
C 1.77 -2.33 2.44 -0.497
N 0.95 -3.03 1.35 -0.562
H 1.26 2.14 1.83 0.333
H 2.44 2.01 4.61 0.426
H 0.96 1.09 5.33 0.403
H 3.33 0.05 3.66 0.337
H 1.98 -0.91 4.64 0.292
H 2.31 -0.31 1.51 0.270
H 0.46 -0.49 2.17 0.352
H 1.36 -2.75 3.47 0.228
H 2.93 -2.53 2.36 0.302
H 1.65 -3.50 0.71 0.322
H 0.49 -2.27 0.76 0.206
C -1.93 -3.96 -4.11 -0.374
C -1.41 -3.17 -3.09 -0.448
C -0.26 -3.57 -2.41 -0.058
C 0.37 -4.77 -2.77 0.066
C -0.15 -5.57 -3.80 -0.306
C -1.30 -5.16 -4.47 -0.458
N 1.60 -5.18 -2.08 0.931
O 2.02 -4.46 -1.17 -0.649
O 2.15 -6.23 -2.45 -0.553
H -2.83 -3.64 -4.64 0.367
H -1.91 -2.24 -2.81 0.352
H 0.13 -2.94 -1.61 0.254
H 0.33 -6.50 -4.09 0.430
H -1.71 -5.77 -5.27 0.371
C -3.01 5.93 -0.70 -0.415
C -2.30 6.28 -1.85 -0.483
C -1.08 5.67 -2.13 -0.322
C -0.57 4.71 -1.24 -0.006
C -1.27 4.37 -0.08 0.133
C -2.50 4.99 0.19 -0.395
N 0.71 4.05 -1.54 0.969
O 1.31 4.39 -2.57 -0.537
O 1.11 3.19 -0.75 -0.622
H -3.97 6.41 -0.49 0.382
H -2.71 7.02 -2.54 0.383
H -0.54 5.95 -3.03 0.443
H -0.89 3.63 0.62 0.132
H -3.05 4.73 1.09 0.358
```

Its molar mass is 393.44 g/mol. The value obtained for the LUMO energy is -5.9166 eV. The value obtained for the energy above the lowest of the compared OMol25 structures with the same formula, charge and spin is 3.451 eV. The calculation puts the calculated total energy at -1653.08671 a.u. The max |F| is 0.236 Eh/bohr. The HOMO-LUMO gap is 5.93 eV. Its total charge is +1.